Density functional theory data (the ωB97M-V functional and the def2-TZVPD basis) for a 3-piece molecular cluster, C41H72O4 overall.

Strongest force on any atom ... 8.23 eV/A
Frontier orbital gap ... 7.27 eV
Highest occupied orbital energy ... -9.041 eV
SMILES ... CCCCCCCCCCCCC1=C(CCCCCCCCCCC)C(=O)c2ccccc2C1=O.CCOCC.CCOCC
Calculated total energy ... -1905.52986 Eh

Geometry as XYZ:
```
117
Properties=species:S:1:pos:R:3:forces:R:3
C 9.061953 -4.392115 1.356410 -0.2 -0.7 -0.4
C 9.596468 -3.169021 0.393465 0.3 -0.3 0.4
C 8.957116 -1.687613 0.799525 0.1 -0.6 0.0
C 7.828502 -1.199963 -0.327216 1.0 0.1 0.5
C 7.215988 0.293844 -0.035042 -0.6 -0.2 1.0
C 5.735910 0.555787 -0.761837 0.4 -0.5 -0.4
C 5.743495 1.829026 -1.804657 0.7 0.4 -0.1
C 4.732456 3.056334 -1.390255 0.3 0.2 -1.1
C 3.241468 2.963833 -2.135604 0.1 -0.5 0.9
C 2.110887 2.984212 -0.942321 -0.5 0.3 -0.2
C 0.683248 3.675514 -1.356183 -0.1 0.5 0.4
C -0.154575 4.016919 0.049582 0.9 -0.6 0.3
C -0.689588 2.621469 0.800194 -2.3 -0.8 -0.8
C -1.991439 1.964170 0.385965 3.5 1.5 1.7
C -2.848011 2.724413 -0.787003 -0.3 -1.0 -0.6
C -4.363081 2.147053 -1.029039 -0.7 0.7 -0.1
C -5.309659 2.120726 0.324683 -0.8 0.1 -0.8
C -6.342044 0.854399 0.147144 -0.6 0.8 -0.5
C -7.220028 0.489465 1.486259 0.4 -1.0 -0.2
C -7.346730 -1.145043 1.548743 -0.5 -0.5 1.4
C -8.771532 -1.752668 1.011045 0.4 -1.0 -0.6
C -9.203866 -1.282720 -0.498756 -1.0 -0.3 -0.2
C -9.359960 -2.522950 -1.580847 0.6 1.5 -1.1
C -10.287289 -1.907474 -2.827743 -0.3 0.4 0.6
C -11.799847 -2.531193 -2.725311 0.5 -0.1 -0.1
C -2.396911 0.572789 1.152218 -3.0 -3.9 -0.9
O -3.268385 -0.353212 0.680161 5.1 5.9 2.5
C -1.722952 0.202418 2.632461 1.2 -0.1 2.4
C -2.469326 -0.877540 3.618389 3.4 1.7 1.4
C -1.778613 -1.202097 5.081289 1.8 2.7 -2.6
C -0.372975 -0.458036 5.515314 -1.3 0.8 -3.3
C 0.402369 0.649554 4.550438 -4.1 -2.2 -1.7
C -0.321674 0.954371 3.074292 -1.6 -1.7 1.5
C 0.293327 2.043656 1.991970 4.0 0.4 1.7
O 1.570876 2.426038 2.182919 -7.7 -1.9 -1.4
H 7.993029 -4.766627 0.982368 2.2 0.9 1.0
H 9.001123 -4.111691 2.490940 0.1 -0.4 -2.2
H 9.773020 -5.345989 1.294069 -1.4 2.1 0.0
H 9.311954 -3.417243 -0.718129 0.6 0.5 2.1
H 10.787460 -3.158306 0.470442 -2.6 0.2 -0.2
H 8.473863 -1.796370 1.875441 0.8 0.3 -2.2
H 9.852750 -0.936757 0.903262 -1.9 -1.2 -0.3
H 6.965455 -2.001046 -0.302455 1.7 1.6 -0.3
H 8.416465 -1.207356 -1.363278 -1.6 -0.1 2.1
H 7.992718 1.146973 -0.293357 -1.6 -1.8 0.4
H 6.999119 0.358971 1.136055 0.7 -0.1 -2.4
H 5.491658 -0.422488 -1.400954 0.3 2.1 1.6
H 4.931708 0.698478 0.105657 1.6 -0.3 -2.1
H 5.552681 1.467611 -2.926225 0.2 0.8 2.5
H 6.845927 2.275661 -1.817685 -2.3 -1.0 0.1
H 5.237148 4.072575 -1.760404 -1.1 -2.2 0.9
H 4.626383 3.104362 -0.224269 0.1 -0.1 -2.3
H 3.141895 3.843309 -2.915545 0.0 -1.8 1.7
H 3.112729 1.931144 -2.705978 0.5 2.2 1.1
H 2.507104 3.567917 0.010813 -0.8 -1.2 -2.1
H 1.909502 1.882594 -0.593842 0.4 2.1 -0.6
H 0.003210 3.035369 -2.061227 1.5 1.0 1.3
H 0.891872 4.697903 -1.931518 -0.4 -2.1 1.3
H 0.647308 4.517240 0.763131 -1.8 -1.1 -1.3
H -1.013242 4.790698 -0.132847 1.5 -1.7 0.4
H -2.943904 3.879588 -0.576849 0.4 -2.4 -0.1
H -2.238864 2.585881 -1.803662 -1.3 0.4 2.2
H -4.907884 2.896482 -1.780920 1.3 -1.6 1.5
H -4.410327 1.090520 -1.549754 0.5 2.1 1.2
H -5.990947 3.099478 0.337242 1.6 -2.0 0.0
H -4.709604 2.127973 1.331654 -1.1 -0.3 -2.0
H -7.131867 1.189574 -0.681561 1.8 -0.6 1.6
H -5.793876 -0.092514 -0.329823 -1.0 2.1 1.5
H -8.308389 0.937428 1.439935 2.2 -0.8 0.1
H -6.705271 0.852863 2.499889 -1.0 -0.6 -2.4
H -6.448003 -1.718490 1.026930 -1.9 1.5 0.9
H -7.268981 -1.439517 2.701116 -0.2 0.4 -2.4
H -8.628023 -2.936646 0.961111 -0.3 2.5 0.2
H -9.684469 -1.580331 1.736830 2.0 -0.1 -1.3
H -8.500430 -0.491637 -0.997270 -1.2 -1.5 1.2
H -10.283489 -0.778400 -0.429410 2.3 -1.0 -0.1
H -8.296647 -2.730667 -2.078103 -2.2 0.1 1.5
H -9.819851 -3.485470 -1.099154 0.9 1.9 -1.0
H -10.381654 -0.733326 -2.662518 0.4 -2.5 -0.4
H -9.775493 -2.050263 -3.882125 -1.2 0.1 2.2
H -11.972637 -2.798216 -1.576320 0.1 0.6 -2.6
H -12.622952 -1.765202 -3.097218 1.7 -1.7 0.8
H -11.828438 -3.519597 -3.378981 -0.2 2.0 1.5
H -3.491636 -1.409328 3.326591 2.6 1.4 0.5
H -2.280361 -1.974051 5.835897 1.2 1.9 -1.9
H 0.095992 -0.747825 6.551095 -1.0 0.7 -2.3
H 1.408137 1.195527 4.843378 -2.4 -1.3 -0.7
C 6.774334 -3.004185 5.781673 0.0 0.0 0.2
C 6.663196 -3.571181 4.377693 0.0 -0.1 0.0
O 7.023839 -4.949542 4.290484 0.0 0.1 0.0
C 6.250411 -5.856110 5.072046 0.0 0.0 -0.1
C 4.773924 -5.856046 4.718167 -0.2 0.1 -0.1
H 7.792283 -3.129132 6.166307 -0.1 0.0 -0.1
H 6.527055 -1.937293 5.782540 0.0 -0.1 0.0
H 6.098695 -3.504491 6.478570 0.0 0.1 0.0
H 7.351175 -3.026985 3.721982 0.0 -0.3 0.0
H 5.659587 -3.416931 3.965401 0.0 0.0 0.1
H 6.402716 -5.661209 6.137990 -0.1 0.1 0.0
H 6.656693 -6.857081 4.882578 0.1 0.3 -0.1
H 4.311157 -4.882655 4.899783 0.0 -0.1 0.1
H 4.236994 -6.598752 5.317127 0.1 0.1 -0.1
H 4.633668 -6.091551 3.657277 0.0 0.0 0.2
C -0.524085 3.987523 -7.729344 -0.1 0.1 -0.1
C 0.051676 3.106044 -6.635503 0.0 0.1 0.1
O -0.174841 3.610873 -5.319681 0.0 0.0 0.0
C -1.536123 3.770308 -4.929320 0.1 -0.1 0.0
C -2.329486 2.475948 -4.950592 0.0 -0.2 -0.1
H -0.112006 5.000193 -7.662533 0.0 -0.2 0.0
H -0.285654 3.575701 -8.715731 0.0 0.1 0.1
H -1.610341 4.071974 -7.656026 0.0 -0.1 -0.1
H 1.137705 3.047976 -6.764306 -0.1 0.1 0.3
H -0.322230 2.078981 -6.715153 -0.1 0.0 0.0
H -2.016889 4.540188 -5.540523 -0.1 0.0 -0.1
H -1.523537 4.157428 -3.903217 0.2 0.0 -0.2
H -2.386506 2.049131 -5.955182 -0.1 0.1 0.1
H -3.352822 2.648772 -4.601917 0.1 0.0 0.0
H -1.859134 1.726994 -4.303707 -0.1 0.1 0.0
```
Forces are in eV/Å.